No. 1
Computed, not measured: a molecular structure, C37H40HfO2P2 at a distorted geometry, with the ωB97M-V functional and the def2-TZVPD basis.

Values from the calculation:
**2S+1**: 1
**E_HOMO**: -0.4781 Ha
**Orbital gap**: 0.2085 hartree
**Lowest unoccupied orbital energy**: -7.3373 eV
**Charge**: +2
**Calculated total energy**: -62978.674 eV

Last column: Löwdin charge in e.
Cartesian coordinates (Å):
Hf -0.437844 0.852900 1.519923  1.4815
P 1.989443 -0.046903 0.840963  0.9279
P -1.054359 -1.442651 0.514371  1.0393
O -1.165534 2.313771 2.980736  -0.1165
O -1.942294 0.262971 3.069518  -0.1307
C -1.551055 1.507806 -0.213687  -0.3099
C 1.433494 -0.984176 -0.578737  -0.2908
C 2.749485 1.982241 -0.867684  -0.1075
C -3.510845 0.075658 0.358802  -0.0391
C -2.131449 -2.838738 0.750633  -0.3836
C -2.654920 -3.041352 2.042531  -0.0796
C -3.509048 -4.638326 -0.083287  -0.0439
C 0.239910 2.223023 -4.054924  -0.1670
C -3.704111 2.504755 0.281631  -0.0167
C 3.303223 -2.308489 1.701515  -0.0854
C 0.075243 -0.886742 -4.272881  -0.1627
C 4.763839 -0.438856 1.160435  -0.0534
C -2.337689 2.663260 0.075252  -0.0498
C -2.508220 -3.688976 -0.301384  -0.0644
C 2.742241 2.628751 1.470087  -0.0859
C -4.278042 1.233614 0.370073  -0.0055
C 3.033003 3.291847 -1.240924  -0.0487
C 0.989880 0.042339 3.208392  -0.2894
C 5.876720 -1.245696 1.427095  -0.0461
C 1.069300 -0.100645 -3.470356  -0.1160
C 3.116918 3.920899 1.102036  -0.0499
C 5.708318 -2.574259 1.824593  -0.0431
C -2.116425 0.177065 0.129483  -0.4122
C -1.880350 1.429765 3.609017  -0.5886
C -3.594384 -4.041707 2.257593  -0.0434
C 1.184047 1.233671 -3.466646  -0.1299
C -4.056664 -4.820287 1.189613  -0.0282
C -2.518722 1.676395 4.942008  0.0480
C -1.762450 1.102400 -2.904499  -0.1117
C 4.419013 -3.101098 1.975664  -0.0511
C 0.244282 -1.669376 -0.668647  -0.2788
C -1.230606 1.762290 -4.131685  -0.1661
C -1.251414 -1.262984 -3.565227  -0.1716
C 3.252752 4.261716 -0.250906  -0.0385
C -1.811695 -0.217150 -2.658438  -0.1188
C 3.474266 -0.971849 1.292462  -0.3503
C 2.539030 1.660232 0.472029  -0.3878
H -2.350853 1.792168 -2.301124  0.1005
H 3.101088 3.555836 -2.304320  0.1202
H 0.964615 0.885274 3.926846  0.0154
H -0.743453 1.556965 -0.959021  0.1273
H 1.889347 -0.709669 -3.075255  0.0899
H -3.860628 -5.242018 -0.914552  0.1202
H 6.577319 -3.209439 2.018009  0.1228
H 3.543186 5.277795 -0.543336  0.1242
H -1.369601 1.120455 -5.005186  0.1106
H -2.195674 0.874733 5.620808  0.1122
H 2.592502 2.364098 2.514036  0.1080
H 2.047439 -0.275352 3.166022  -0.0205
H 0.311232 3.166460 -3.489060  0.1133
H 0.563493 -1.834476 -4.542319  0.1225
H -2.219308 2.652526 5.322842  0.1002
H -5.364010 1.147470 0.399169  0.1335
H -2.498259 -0.611371 -1.896993  0.0914
H 2.251519 -1.225166 -1.271140  0.0846
H 3.309815 4.672569 1.867650  0.1215
H 0.561302 2.475282 -5.081480  0.1355
H -2.314406 -2.395423 2.850207  0.1040
H 0.444143 -0.802801 3.658888  0.0123
H -1.883692 3.658080 0.036762  0.1419
H 2.161965 1.685535 -3.276793  0.0856
H -3.610511 1.646069 4.832434  0.1085
H -1.989707 -1.471253 -4.361555  0.1367
H 6.878944 -0.829222 1.328016  0.1196
H -0.156566 -0.394614 -5.228760  0.1151
H 2.656230 1.174641 -1.590400  0.0701
H 2.293835 -2.716297 1.801909  0.1118
H -3.978555 -4.209754 3.256089  0.1194
H 0.126197 -2.520851 -1.355841  0.0892
H -1.829800 2.670360 -4.295274  0.1252
H 4.281880 -4.130178 2.314143  0.1187
H -3.962171 -0.914247 0.480069  0.1306
H -2.018532 -3.591100 -1.270672  0.0993
H -4.833322 -5.565275 1.354121  0.1246
H 4.889084 0.597850 0.859162  0.1080
H -1.112940 -2.199770 -3.004649  0.0754
H -4.349448 3.387041 0.323979  0.1363

Atomic forces in eV per Å
3.9 -0.4 5.9
-1.0 1.4 -0.4
-0.3 1.6 0.6
-0.3 -0.7 0.2
0.3 1.0 -0.1
-3.2 -0.3 -0.4
-0.2 -1.5 -1.3
-0.2 0.1 -0.1
1.6 0.0 0.1
-0.4 -0.3 0.1
0.1 0.2 -0.2
0.2 0.0 -0.1
-0.4 0.2 -0.3
-0.5 -0.1 0.4
0.3 0.1 0.0
-0.5 -0.6 -0.1
-0.1 -0.2 0.1
0.7 -0.9 -0.7
-0.2 0.2 0.1
-0.5 -0.1 0.0
-0.5 0.6 -0.4
0.2 0.2 0.0
-0.3 0.1 1.1
-0.2 0.0 0.0
0.7 0.5 -0.6
0.1 0.1 -0.2
-0.2 0.1 0.0
-1.7 -0.3 -1.9
0.6 -0.6 -0.3
-0.1 -0.1 -0.2
0.8 -0.3 -0.9
0.3 0.4 0.0
0.2 0.2 -0.4
-1.0 -0.6 -0.2
-0.1 0.1 0.0
1.8 0.2 -0.3
0.3 0.5 -0.4
0.2 -0.2 -0.4
-0.1 -0.2 -0.1
-0.8 0.4 -0.8
0.0 -0.7 0.3
0.2 -0.4 -0.4
0.1 -0.4 0.0
0.1 -0.1 0.5
-0.1 -0.3 0.0
0.8 -0.1 0.7
-0.2 0.5 -0.3
0.1 0.0 0.1
-0.3 0.3 0.0
-0.2 -0.5 0.2
-0.1 0.2 0.2
-0.2 0.2 -0.2
0.2 0.1 0.0
-0.6 0.2 0.2
0.0 -0.2 -0.1
-0.1 0.3 0.0
0.0 -0.1 0.0
0.3 0.0 0.2
0.6 0.3 -0.4
-0.6 -0.3 0.1
-0.1 -0.2 -0.2
0.0 0.0 0.3
-0.2 -0.2 -0.1
0.2 0.3 0.0
-0.2 -0.4 -0.3
-0.4 -0.3 0.4
0.2 -0.1 0.1
0.1 -0.1 0.4
-0.3 -0.1 0.0
0.3 -0.1 0.4
0.1 0.5 0.2
0.3 0.0 0.0
0.0 0.0 -0.1
0.2 0.7 -0.1
0.1 -0.3 -0.1
0.1 0.3 -0.2
0.1 0.4 0.1
-0.4 0.0 0.1
0.2 0.2 -0.1
0.1 -0.2 0.0
-0.2 0.2 -0.2
0.3 -0.3 0.1

No. 2
Computed, not measured: a molecular structure, C37H40LaNP3 at a distorted geometry, with the ωB97M-V functional and the def2-TZVPD basis.

Values from the calculation:
**2S+1**: 1
**E_HOMO**: -0.3545 Ha
**Orbital gap**: 0.2397 hartree
**Lowest unoccupied orbital energy**: -3.1248 eV
**Charge**: +1
**Calculated total energy**: -69222.961 eV

Last column: Löwdin charge in e.
Cartesian coordinates (Å):
La -0.026654 0.097530 1.763598  1.2143
P 1.524791 1.159364 -0.474787  0.6863
P -0.268918 -1.113084 -1.573311  0.8147
P -0.021712 -2.710698 2.102432  0.9612
N -1.272464 2.175929 -2.678135  0.1558
C 0.243930 3.406905 -1.436199  -0.2142
C -2.010189 -6.249156 4.205175  -0.0632
C 0.516425 0.642506 5.152959  -0.0521
C -4.656583 0.915261 -2.253124  -0.0350
C 1.816939 -4.430243 0.900530  -0.0879
C -0.787424 0.318955 4.651124  -0.1004
C 2.719405 -2.281627 1.570199  -0.1426
C 1.335898 2.397570 -1.784830  -0.3006
C -2.795641 -5.290787 3.522251  -0.0568
C -1.110321 3.158211 -1.776357  -0.1846
C -0.768845 -0.446403 -3.266531  -0.2769
C -1.873677 4.696502 -0.106543  -0.0211
C 3.055937 -4.753921 0.322785  -0.0685
C 1.403224 -1.409149 4.234324  -0.0893
C 0.157983 -1.681637 3.623206  -0.4817
C 4.114936 -3.871601 0.367691  -0.0705
C -0.965569 -0.875257 3.951308  -0.2697
C -2.373776 1.465617 -2.777230  -0.2060
C 2.306561 2.272078 0.783214  -0.3389
C -0.771592 -4.184889 2.781501  -0.3857
C -2.176197 0.150686 -3.281506  -0.2140
C -0.546988 5.133836 0.021699  -0.0586
C 3.965470 -2.625731 1.008000  -0.0686
C -2.221729 3.689355 -1.061555  -0.1356
C -0.623149 -6.168855 4.144533  -0.0751
C 3.053891 0.387996 -1.121064  -0.2563
C -1.594429 -2.368440 -1.483772  -0.2862
C -3.593569 1.835474 -2.127219  -0.1317
C -3.458324 2.982804 -1.250563  0.0944
C -2.165989 -4.269538 2.794895  -0.0913
C -4.490396 -0.257958 -2.994916  -0.0763
C 1.566934 -0.222080 4.937434  -0.0688
C -3.305263 -0.541561 -3.670644  -0.0533
C 0.501641 4.566913 -0.729604  -0.0480
C 0.012821 -5.144530 3.446313  -0.0863
C 1.653429 -3.187640 1.553334  -0.3781
C 1.112957 -2.187685 -2.129759  -0.2726
H -1.942785 -1.119511 3.528032  0.0895
H 1.096267 -5.085705 3.437612  0.1061
H 1.724366 -2.494838 -1.270272  0.0129
H -3.873058 -5.348897 3.566375  0.1037
H 1.503754 4.964166 -0.715932  0.1169
H -1.609879 0.992919 4.807424  0.1166
H -4.200972 3.045647 -0.413473  0.1356
H 1.003431 -5.139013 0.856953  0.1077
H -1.538287 -2.938531 -0.548174  0.0138
H -2.772048 -3.521445 2.281932  0.1068
H -2.507426 -7.036977 4.784852  0.1142
H -0.029676 0.305473 -3.597488  0.0689
H -1.488925 -3.045328 -2.335645  0.0463
H -5.330075 -0.937944 -3.180002  0.1147
H 2.554338 0.027874 5.343494  0.1285
H 2.991834 0.288761 -2.209525  0.0503
H 3.177804 -5.730701 -0.158406  0.1191
H 1.755060 -1.672383 -2.849966  0.0422
H 1.682241 3.111582 1.083830  0.0085
H 0.633649 1.547054 5.749931  0.1247
H 1.115046 1.906010 -2.762380  0.0832
H -0.048880 1.935682 2.130765  -0.1926
H 3.863314 1.076328 -0.860663  0.0470
H -0.752788 -1.327107 -3.941408  0.0956
H -2.567226 -1.876993 -1.541315  0.0336
H -0.018757 -6.927141 4.666487  0.1168
H -0.250389 5.930592 0.695768  0.1078
H 2.321984 2.923471 -1.830193  0.1073
H 3.248259 -0.587580 -0.657303  0.0121
H 0.702764 -3.088742 -2.597398  0.0485
H -2.598087 5.091761 0.611907  0.1132
H -3.191115 -1.383007 -4.344065  0.1198
H 2.652143 -1.306011 2.068609  0.0790
H 2.646566 1.744521 1.690336  0.0296
H 3.183451 2.671316 0.277174  0.0352
H 5.083197 -4.112060 -0.089328  0.1177
H 2.221910 -2.106805 4.118696  0.1167
H 4.789613 -1.937167 1.079516  0.1071
H -5.592645 1.007761 -1.668815  0.1205
H -1.493387 -0.722809 1.471308  -0.2054

Atomic forces in eV per Å
4.9 1.9 -2.5
1.0 1.1 0.6
-1.1 -0.4 -0.4
-0.1 -1.3 0.0
1.3 -0.1 1.1
1.0 1.3 -0.1
-0.8 0.7 -0.4
-1.7 0.1 -0.4
-1.1 -1.6 0.5
0.9 0.6 0.1
1.4 -0.6 0.6
0.9 -0.1 -0.3
-0.4 1.4 -1.3
1.0 -0.4 0.2
-0.8 -1.6 -1.0
-0.4 0.4 -1.0
0.9 0.6 1.0
-0.9 -0.5 0.0
-1.1 0.0 -0.7
0.6 -0.7 1.1
0.7 1.1 0.3
-0.2 -0.1 1.0
0.1 0.1 0.9
0.7 0.1 -0.1
0.1 -0.8 0.4
0.1 -0.5 -1.2
-1.5 0.2 -0.6
-1.1 -0.7 -0.2
-0.2 -0.7 -0.2
0.5 -0.4 0.2
0.2 -0.3 0.2
-0.1 -0.3 0.2
1.2 1.5 0.8
-0.1 -1.1 1.0
-0.2 -0.4 0.4
-1.8 1.6 -0.4
0.8 0.2 0.7
1.8 -0.2 0.6
-0.3 -1.4 -0.4
-0.8 -0.1 0.1
0.0 -0.4 0.0
0.3 -0.2 0.2
0.3 0.0 0.2
-0.1 0.0 0.0
-0.1 0.0 -0.2
0.0 0.0 0.0
0.2 0.0 0.5
-0.2 0.1 0.2
0.2 0.6 -1.2
-0.1 0.0 0.0
0.0 0.1 -0.2
0.2 -0.2 0.0
0.3 0.3 -0.3
-0.3 -0.5 0.1
-0.2 -0.1 0.1
0.2 0.4 0.4
-0.4 -0.2 -0.1
0.1 -0.1 0.2
-0.1 0.4 0.2
-0.1 0.0 0.1
-0.2 -0.3 0.0
0.1 -0.2 -0.4
0.3 0.4 0.8
-0.4 2.9 0.7
0.1 -0.2 -0.3
0.1 0.4 0.2
0.1 -0.1 0.1
-0.3 0.5 -0.3
-0.5 0.0 0.1
-0.6 -0.4 -0.2
0.0 0.2 -0.3
0.1 0.1 0.0
0.0 -0.1 -0.5
-0.2 -0.4 0.4
0.0 -0.4 -0.2
-0.1 0.1 -0.3
0.3 0.2 0.2
-0.5 0.0 0.3
0.1 0.2 -0.2
0.2 0.1 -0.1
0.7 0.3 -0.5
-4.8 -2.2 -0.8